# 1
The following is a DFT calculation (ωB97M-V with the def2-TZVPD basis set) of a structure of composition C16H23NO4PtSi.

Its HOMO energy is -7.96 eV. The LUMO energy comes out at -0.84 eV. The HOMO-LUMO gap is 0.2616 Ha. Its energy above the lowest of the compared OMol25 structures with the same formula, charge and spin is 0.000 eV.

ORCA input file:
```
! wB97M-V def2-TZVPD RIJCOSX def2/J DEFGRID3
* xyz 0 1
Pt 0.51 1.17 0.08
O 2.22 -0.84 -3.23
C 2.40 0.12 -2.30
O 2.31 1.29 -2.52
C 2.85 -0.46 -0.99
C 3.78 -1.48 -0.96
C 4.23 -1.94 0.26
C 3.73 -1.35 1.41
C 2.80 -0.34 1.29
N 2.34 0.09 0.12
C 2.31 0.39 2.53
O 1.61 -0.36 3.40
O 2.58 1.52 2.75
H 1.98 -0.39 -4.06
H 4.14 -1.91 -1.89
H 4.96 -2.74 0.32
H 4.06 -1.66 2.40
H 1.34 -1.20 3.00
C -2.33 -0.64 1.16
Si -0.88 -0.63 -0.02
C 0.10 -2.20 0.39
C -1.52 -0.83 -1.78
H -2.82 -1.61 1.15
H -3.05 0.13 0.88
H -2.01 -0.43 2.19
H -0.56 -3.07 0.28
H 0.43 -2.20 1.43
H 0.97 -2.36 -0.26
H -2.20 -1.68 -1.84
H -0.70 -0.99 -2.49
H -2.06 0.07 -2.08
C -4.35 2.94 -1.20
C -3.47 3.50 -0.07
C -3.18 4.98 -0.34
C -4.21 3.36 1.27
C -2.21 2.75 -0.02
C -1.17 2.12 0.02
H -5.30 3.49 -1.24
H -4.58 1.89 -1.02
H -3.85 3.03 -2.16
H -4.11 5.55 -0.38
H -2.66 5.11 -1.29
H -2.55 5.40 0.45
H -5.15 3.92 1.24
H -3.60 3.75 2.09
H -4.43 2.31 1.48
*
```

---

# 2
The following is a DFT calculation (ωB97M-V with the def2-TZVPD basis set) of a structure of composition C16H24AsCa3F9N2O17.

Its HOMO energy is -12.60 eV. The LUMO energy comes out at -8.64 eV. The HOMO-LUMO gap is 0.1455 Ha. Its energy above the lowest of the compared OMol25 structures with the same formula, charge and spin is 1.026 eV.

ORCA input file:
```
! wB97M-V def2-TZVPD RIJCOSX def2/J DEFGRID3
* xyz 2 1
Ca -1.87 0.43 -3.59
Ca 4.31 -0.50 -0.70
Ca 3.94 1.73 -4.14
As 1.16 1.66 -1.30
F 2.30 2.76 -0.56
F 2.00 1.83 -2.88
F 0.10 0.47 -2.03
F 0.38 1.59 0.33
F 0.04 2.91 -1.80
F 2.24 0.35 -0.82
C -1.65 -2.52 -2.73
O -2.77 -1.55 -2.48
O -0.95 -1.81 -3.69
C -0.72 -2.97 -1.56
F 0.39 -3.58 -2.00
F -0.33 -1.90 -0.84
F -1.36 -3.79 -0.70
C -3.71 -1.88 -1.46
C -4.73 -2.98 -1.88
H -4.33 -3.92 -2.25
H -5.17 -3.34 -0.95
H -5.41 -2.50 -2.58
H -4.43 -1.07 -1.29
H -3.37 -1.94 -0.43
H -2.16 -3.36 -3.19
N 1.03 0.76 -5.62
O 0.03 0.98 -4.94
O 1.00 -0.17 -6.41
O 2.08 1.47 -5.50
N 2.89 -1.60 -3.30
O 3.28 -1.88 -2.14
O 2.20 -2.30 -4.01
O 3.29 -0.47 -3.65
C 0.77 5.28 1.03
C 1.74 4.54 1.97
C 3.19 4.92 1.92
O 3.59 4.80 3.27
C 2.46 4.60 4.07
O 2.44 4.58 5.26
O 1.38 4.64 3.30
H 0.77 6.36 1.24
H -0.31 5.18 1.19
H 0.85 5.21 -0.06
H 1.60 3.51 1.64
H 3.56 5.83 1.43
H 3.65 4.19 1.25
C 0.18 -3.78 3.80
C 1.47 -4.04 3.02
C 1.23 -4.75 1.70
O 1.54 -3.73 0.76
C 2.08 -2.65 1.34
O 2.76 -1.79 0.81
O 1.88 -2.71 2.63
H 0.61 -3.44 4.75
H -0.28 -4.69 4.19
H -0.49 -2.98 3.49
H 2.19 -4.50 3.70
H 0.25 -5.19 1.59
H 1.95 -5.57 1.60
C -1.29 0.51 2.63
C -2.57 0.77 1.89
C -3.05 2.28 1.75
O -3.48 2.29 0.42
C -2.87 1.31 -0.31
O -2.71 1.23 -1.50
O -2.35 0.43 0.50
H -0.79 1.37 3.06
H -0.55 -0.03 2.04
H -1.58 -0.25 3.36
H -3.39 0.09 2.08
H -2.18 2.92 1.88
H -3.94 2.38 2.37
*
```

---

# 3
The following is a DFT calculation (ωB97M-V with the def2-TZVPD basis set) of a structure of composition C16H24BCl4CrF8N2O20S4.

Its HOMO energy (alpha / beta) is -10.45 / -10.45 eV. The LUMO energy (alpha / beta) comes out at -3.66 / -2.90 eV. The expectation value of S² is 3.7676. The HOMO-LUMO gap (alpha / beta) is 0.2494 / 0.2772 Ha.

ORCA input file:
```
! wB97M-V def2-TZVPD RIJCOSX def2/J DEFGRID3
* xyz 0 4
Cr 0.81 -1.26 0.21
N 0.91 -2.72 1.43
S 0.11 -3.92 2.07
O -0.50 -3.84 3.42
O 0.33 -5.25 1.56
F -1.19 -3.48 1.20
S 2.21 -3.34 2.41
O 2.85 -4.55 1.91
O 2.30 -2.95 3.83
F 3.28 -2.31 1.78
N 2.44 -1.45 -0.81
S 3.39 -2.51 -1.56
O 4.71 -2.69 -1.00
O 3.14 -2.89 -2.93
F 2.74 -3.80 -0.85
S 3.60 -0.27 -1.45
O 3.52 -0.03 -2.84
O 4.84 -0.01 -0.73
F 2.60 0.88 -0.79
B -1.20 0.45 0.27
F -0.98 -0.64 1.05
F -1.37 1.55 1.06
F -0.02 0.53 -0.38
F -2.23 0.22 -0.60
C -0.80 -4.55 -3.70
C -0.50 -5.65 -2.69
O -0.20 -4.80 -1.62
C -0.65 -3.56 -1.81
O -0.45 -2.50 -1.13
O -1.32 -3.54 -2.86
H -1.56 -4.93 -4.38
H 0.05 -4.16 -4.26
H 0.42 -6.16 -2.99
H -1.35 -6.33 -2.64
C 0.16 1.81 -5.71
C 0.67 0.50 -6.26
O 0.59 -0.46 -5.21
C 0.33 0.14 -4.10
O 0.40 -0.43 -3.00
O 0.09 1.47 -4.35
H -0.83 2.05 -6.10
H 0.98 2.45 -6.04
H 1.69 0.59 -6.62
H 0.09 0.24 -7.15
C -0.24 3.12 3.69
C -1.72 3.31 4.08
O -1.58 3.51 5.46
C -0.32 3.88 5.75
O 0.06 4.11 6.86
O 0.47 3.73 4.67
H -0.08 3.59 2.72
H -0.15 2.04 3.56
H -2.34 2.45 3.84
H -2.12 4.19 3.57
C 4.43 1.13 3.66
C 3.39 2.19 3.81
O 2.25 1.56 3.30
C 2.59 0.61 2.40
O 1.82 0.05 1.59
O 3.91 0.37 2.60
H 4.58 0.58 4.59
H 5.41 1.55 3.43
H 3.66 3.13 3.34
H 3.17 2.55 4.81
Cl -4.08 5.17 -2.03
C -3.04 3.92 -2.79
C -2.41 3.08 -1.64
Cl -1.39 4.16 -0.71
H -2.28 4.39 -3.41
H -3.66 3.32 -3.44
H -1.74 2.36 -2.11
H -3.21 2.62 -1.05
Cl -5.06 1.19 3.78
C -4.90 1.39 2.04
C -4.82 0.02 1.31
Cl -6.38 -0.78 1.12
H -4.05 2.03 1.81
H -5.80 1.88 1.67
H -4.06 -0.60 1.79
H -4.44 0.28 0.32
*
```